24
Properties=species:S:1:pos:R:3:forces:R:3:mulliken_charge:R:1 method="wB97M-V/def2-TZVPD" homo_lumo_gap_ev="7.368 / 7.367" charge=0 lumo_energy_ev="-0.73 / -0.73" de_lowest_kcal_mol=83.2
C -0.4334 1.2635 0.4049 -0.154 3.717 0.380 -0.259
C -0.1846 -0.1313 0.6293 -2.394 -1.915 -1.108 -0.716
C 1.7106 0.1550 -0.7213 0.419 -1.270 -1.177 -0.407
C -1.0686 -1.1499 0.3085 1.833 0.564 1.372 0.943
C 1.9986 1.3881 0.0501 -0.067 -0.107 1.410 1.161
C -0.7365 -2.5036 0.8311 0.399 -1.696 -1.911 -1.523
C -2.4169 -1.0803 -0.2588 -0.395 0.204 -2.995 -1.347
C 2.9992 2.2911 -0.7056 -1.554 -0.709 0.217 -1.367
O 0.8056 2.0826 0.1967 -0.668 -0.405 0.145 -0.409
O 2.6081 1.0421 1.3199 1.856 -0.072 -2.266 -0.504
Br 2.9165 -1.2749 -0.2288 -0.529 0.472 -0.429 -0.107
H -1.0592 1.4257 -0.5485 0.568 0.107 1.900 0.243
H -0.7486 1.8098 1.4268 -0.388 -1.259 -2.492 0.173
H 0.5171 -0.3107 1.3803 1.288 -0.789 0.893 0.624
H 0.1253 -3.0107 0.3533 -0.141 0.650 -0.430 0.290
H -1.4922 -3.2976 0.7780 -0.356 0.667 -0.034 0.386
H -0.3942 -2.4592 1.7962 0.565 0.249 2.670 0.444
H -2.5573 -1.9216 -1.0635 0.174 1.593 1.402 0.310
H -2.6782 -0.0867 -0.6927 0.237 -0.782 0.096 0.348
H -3.1357 -1.2565 0.5142 -0.457 -0.330 0.595 0.337
H 3.4859 2.8277 0.0648 0.393 0.895 0.664 0.381
H 2.4821 2.9335 -1.4247 0.324 -0.350 0.063 0.322
H 3.7141 1.6227 -1.0993 1.000 -0.407 -1.036 0.342
H 2.0929 1.2294 2.0498 -1.953 0.972 2.072 0.335

---

16
Properties=species:S:1:pos:R:3:forces:R:3:mulliken_charge:R:1 method="wB97M-V/def2-TZVPD" homo_lumo_gap_ev=4.843 charge=-2 lumo_energy_ev=5.66 de_lowest_kcal_mol=127.3
C -0.5193 0.9208 -0.5168 -0.355 -1.076 -2.427 -1.003
C 0.0272 -0.7151 1.0028 1.271 -0.825 -2.222 -0.552
C 3.5331 -0.1386 -0.4071 5.147 -1.883 1.330 0.000
N -0.1844 0.6785 0.6668 0.499 -0.678 0.810 -0.314
O 4.5201 0.2784 -1.3256 0.441 0.557 0.606 -0.474
O 6.2329 -0.7668 0.4719 0.181 -0.987 0.290 -0.665
O 5.3096 1.6133 0.8418 0.039 0.075 0.347 -0.726
P 5.1712 0.2321 0.3186 -1.671 2.256 -2.193 0.775
Cl 3.4640 -1.9101 -0.4280 -1.107 -1.578 -0.336 -0.278
H -0.5173 0.0554 -1.3751 -0.101 2.470 1.903 0.272
H -0.7879 1.9768 -0.7014 0.184 -0.758 -0.712 0.048
H -2.7059 0.4003 -1.1431 -0.304 0.025 -0.063 -0.010
H -0.6550 -0.8618 1.8254 0.266 -0.885 0.553 0.330
H -0.1806 -1.4603 0.1201 -0.309 1.277 1.305 0.159
H 1.1329 -0.9469 1.1316 -1.297 0.429 0.865 0.059
H 2.5974 0.2372 -0.3852 -2.884 1.582 -0.056 0.378

---

11
Properties=species:S:1:pos:R:3:forces:R:3:mulliken_charge:R:1 method="wB97M-V/def2-TZVPD" smiles="[SiH3]S.C=C=O" homo_lumo_gap_ev=10.197 charge=0 lumo_energy_ev=0.62 de_lowest_kcal_mol=46.8
Si -0.3550 0.5312 -1.9644 -0.002 -0.050 -1.324 0.503
S -2.0239 -0.0034 -3.2017 0.384 0.030 -0.013 -0.290
H 0.3938 1.0556 -3.1263 0.477 0.565 0.570 -0.116
H -0.7967 1.3331 -0.8277 -0.005 0.508 -0.005 -0.097
H 0.4110 -0.5533 -1.3955 0.168 -0.632 0.161 -0.118
H -2.6295 -0.2969 -2.0815 -1.025 -0.442 0.609 0.112
C 0.7622 -0.7329 2.8180 -1.902 -2.158 4.927 -1.042
C 1.2639 -0.1549 1.8321 0.267 2.145 -1.744 0.867
O 1.7219 0.4890 1.0004 0.759 0.280 -1.465 -0.331
H -0.2113 -0.6937 3.3412 0.293 0.125 -1.471 0.277
H 1.4635 -0.9736 3.6053 0.586 -0.371 -0.244 0.235

---

49
Properties=species:S:1:pos:R:3:forces:R:3:mulliken_charge:R:1 method="wB97M-V/def2-TZVPD" spin_multiplicity=2 homo_lumo_gap_ev="6.965 / 8.148" charge=+1 lumo_energy_ev="-2.77 / -2.77" de_lowest_kcal_mol=0.0
S 2.1794 -0.3110 -0.7182 0.030 0.193 0.335 -0.259
C 3.4199 -1.5346 -1.2359 -0.122 -0.122 -0.339 -0.680
C 3.4756 -1.7642 -2.7620 0.186 0.110 0.050 -0.935
C 4.6526 -1.0758 -3.4775 -0.238 -0.121 -0.072 -0.581
C 4.4188 0.3704 -3.7865 -0.004 -0.040 0.208 0.477
C 5.1455 1.2454 -4.5192 0.479 -0.099 -0.347 -0.861
N 4.4989 2.4551 -4.4848 -0.308 0.187 0.115 -0.010
C 3.3995 2.3444 -3.7443 0.180 0.057 -0.045 -0.145
N 3.3440 1.0949 -3.3138 -0.178 -0.035 0.049 0.335
H 1.0813 -1.0747 -0.7531 0.001 -0.102 -0.143 0.111
H 3.2205 -2.4724 -0.7198 0.017 0.123 0.067 0.389
H 4.3650 -1.1434 -0.8560 -0.008 -0.083 0.007 0.380
H 3.5384 -2.8317 -2.9742 0.049 0.025 0.095 0.458
H 2.5381 -1.4232 -3.2100 0.008 -0.181 -0.036 0.492
H 4.8302 -1.5991 -4.4209 0.053 0.121 0.039 0.414
H 5.5743 -1.1592 -2.8963 -0.065 -0.095 0.031 0.344
H 6.0671 1.0957 -5.0569 -0.085 0.066 -0.003 0.417
H 4.7929 3.3012 -4.9463 0.038 0.022 -0.039 0.211
H 2.6904 3.1236 -3.5216 0.038 0.004 -0.027 0.440
H 2.6468 0.7385 -2.6485 -0.074 -0.035 0.044 -0.011
C -2.4339 -0.6749 4.0851 0.054 0.067 -0.045 -1.775
C -3.4770 -0.2272 3.0453 0.173 -0.093 0.462 1.726
C -3.7928 -1.3573 2.0608 -0.025 -0.080 -0.174 -1.322
C -2.6645 -1.6381 1.0694 0.034 0.058 0.048 -0.480
C -2.2491 -0.3620 0.3389 -0.123 -0.152 -0.052 -1.105
C -1.8919 0.7900 1.2835 0.474 0.093 0.125 1.668
N -3.0074 0.9652 2.2644 -0.279 -0.434 -0.523 0.497
O -3.9660 1.6655 1.7925 -0.074 0.320 0.123 -0.614
C -0.5485 0.5297 1.9763 -0.080 -0.021 0.064 -1.442
C -1.7472 2.0877 0.4970 -0.040 0.053 -0.107 -1.764
C -4.7381 0.1726 3.8009 -0.121 0.019 -0.024 -1.865
H -2.9434 -1.1456 4.9249 -0.037 -0.013 -0.028 0.487
H -1.7244 -1.4044 3.6999 0.024 0.021 -0.031 0.292
H -1.8775 0.1769 4.4752 -0.019 0.010 0.015 0.329
H -4.6952 -1.0918 1.5022 0.009 0.069 0.023 0.401
H -4.0280 -2.2564 2.6350 -0.007 -0.010 -0.001 0.367
H -1.8061 -2.0856 1.5785 0.002 0.028 0.028 0.323
H -3.0033 -2.3771 0.3412 0.014 -0.021 0.004 0.392
H -1.3891 -0.5541 -0.3120 0.000 0.002 -0.020 0.194
H -3.0689 -0.0410 -0.3104 -0.015 0.057 0.050 0.404
H -0.3616 1.2695 2.7550 -0.008 0.016 -0.011 0.378
H 0.2432 0.6198 1.2313 0.014 0.031 0.020 0.237
H -0.4629 -0.4582 2.4181 -0.024 -0.021 0.008 0.208
H -2.6289 2.3006 -0.1008 -0.023 0.000 0.039 0.407
H -0.8865 1.9975 -0.1706 0.012 -0.015 0.015 0.340
H -1.5781 2.9313 1.1666 0.002 -0.008 0.012 0.448
H -4.5406 1.0104 4.4705 0.014 -0.003 0.002 0.442
H -5.0682 -0.6779 4.3984 0.025 -0.005 0.007 0.455
H -5.5431 0.4548 3.1288 0.029 0.036 -0.019 0.386